1.
A structure of composition C7H13OP. Source: OMol25; level of theory: ωB97M-V/def2-TZVPD.

Each line ends with the Löwdin charge.
CARTESIAN COORDINATES (ANGSTROEM)
C  1.02  -1.20  0.42  -0.347
C  0.97  1.30  0.03  -0.339
C  0.64  2.63  -0.54  -0.141
C  0.91  -2.35  -0.42  -0.161
C  -0.98  -0.30  -0.84  -0.089
C  -0.70  0.30  1.61  -0.043
C  -0.04  0.02  0.24  -0.566
O  3.74  0.27  0.23  -0.413
P  2.26  0.19  -0.04  0.900
H  1.26  -1.47  1.52  0.150
H  -0.16  2.95  0.16  0.067
H  0.09  2.65  -1.57  0.099
H  1.45  3.51  -0.53  0.120
H  -0.10  -2.66  -0.60  0.062
H  1.28  -3.16  0.13  0.062
H  1.48  -2.37  -1.42  0.125
H  -0.44  -0.70  -1.80  0.125
H  -1.38  -1.30  -0.58  0.068
H  -1.85  0.45  -0.97  0.123
H  -1.55  1.00  1.35  0.113
H  -1.18  -0.50  2.01  0.043
H  -0.04  0.62  2.29  0.043

2S+1: 1
HOMO in eV: -8.292
Strongest force on any atom in eV Å⁻¹: 5.814
E in eV: -18803.1259
Energy above the lowest of the compared OMol25 structures with the same formula, charge and spin in kJ/mol: 228.2
LUMO in eV: 0.1

2.
The ion C7H14 with charge -1. Source: OMol25; level of theory: ωB97M-V/def2-TZVPD.

Each line ends with the Löwdin spin population.
CARTESIAN COORDINATES (ANGSTROEM)
C  1.13  -1.27  -1.57  0.166
C  0.54  0.00  -2.08  0.047
C  -0.44  0.79  -1.13  0.053
C  -0.54  0.34  0.30  0.015
C  0.33  0.80  1.22  0.052
C  0.48  0.52  2.71  0.084
C  -1.54  -0.75  0.54  0.200
H  1.63  -1.06  -0.61  0.023
H  0.36  -2.02  -1.27  0.048
H  1.66  -1.89  -2.30  0.035
H  1.32  0.68  -2.43  0.008
H  -0.08  -0.35  -2.92  0.023
H  -0.34  1.87  -1.30  0.010
H  -1.43  0.54  -1.56  0.023
H  1.21  1.36  0.85  0.017
H  1.44  0.08  2.97  0.021
H  0.40  1.47  3.26  0.010
H  -0.30  -0.20  2.99  0.017
H  -2.53  -0.45  0.89  0.043
H  -1.79  -1.32  -0.36  0.060
H  -1.12  -1.45  1.28  0.044

2S+1: 2
HOMO (alpha / beta) in eV: 1.445 / -5.296
Strongest force on any atom in eV Å⁻¹: 2.380
E in eV: -7483.5272
Energy above the lowest of the compared OMol25 structures with the same formula, charge and spin in kJ/mol: 34.7
LUMO (alpha / beta) in eV: 4.1 / 4.2
Charge: -1

3.
A cluster of 2 separate species, C7H14 in total. Source: OMol25; level of theory: ωB97M-V/def2-TZVPD.

Each line ends with the Löwdin charge.
CARTESIAN COORDINATES (ANGSTROEM)
C  1.57  1.09  -0.91  -0.146
C  2.01  -0.40  -0.57  -0.322
C  1.02  -1.05  0.51  -0.008
C  -0.40  -0.67  0.24  -0.340
C  -1.17  0.05  1.14  -0.122
C  -2.44  0.87  1.11  -0.083
C  -0.98  -1.13  -1.16  -0.025
H  0.92  1.13  0.04  0.003
H  2.32  1.90  -0.87  0.065
H  0.89  1.20  -1.78  0.067
H  1.95  -1.07  -1.48  0.097
H  2.99  -0.44  -0.09  0.068
H  1.29  -1.69  1.39  0.099
H  1.99  0.82  1.48  0.144
H  -0.59  0.06  2.00  0.062
H  -2.86  0.99  2.10  0.068
H  -2.28  1.88  0.57  0.107
H  -3.20  0.36  0.52  0.057
H  -1.08  -2.22  -0.98  0.083
H  -1.87  -0.56  -1.48  0.083
H  -0.08  -1.12  -1.79  0.045

2S+1: 1
HOMO in eV: -7.605
Strongest force on any atom in eV Å⁻¹: 3.726
E in eV: -7479.1965
Energy above the lowest of the compared OMol25 structures with the same formula, charge and spin in kJ/mol: 684.8
LUMO in eV: -0.8

4.
The molecule C7H14. Source: OMol25; level of theory: ωB97M-V/def2-TZVPD.

Each line ends with the Löwdin charge.
CARTESIAN COORDINATES (ANGSTROEM)
C  1.81  -0.85  0.85  -0.091
C  1.01  -0.61  -0.43  -0.212
C  -0.03  0.51  -0.29  -0.576
C  0.61  1.89  -0.13  -0.054
C  -1.14  0.50  -1.35  -0.052
C  -1.28  0.33  0.51  -0.089
C  -1.70  -1.10  0.78  -0.144
H  2.53  -1.67  0.72  0.073
H  2.37  0.03  1.16  0.068
H  1.15  -1.13  1.69  0.071
H  1.70  -0.34  -1.24  0.115
H  0.53  -1.54  -0.74  0.096
H  1.30  2.10  -0.96  0.085
H  1.17  1.95  0.80  0.076
H  -0.16  2.66  -0.10  0.083
H  -1.18  1.40  -1.95  0.112
H  -1.24  -0.43  -1.91  0.110
H  -2.09  0.67  -0.66  0.109
H  -1.31  -1.32  1.78  0.080
H  -1.34  -1.89  0.11  0.068
H  -2.79  -1.18  0.85  0.071

2S+1: 1
HOMO in eV: -7.792
Strongest force on any atom in eV Å⁻¹: 0.270
E in eV: -7482.5463
Energy above the lowest of the compared OMol25 structures with the same formula, charge and spin in kJ/mol: 361.6
LUMO in eV: 1.0

5.
The molecule C7H14. Source: OMol25; level of theory: ωB97M-V/def2-TZVPD.

Each line ends with the Löwdin charge.
CARTESIAN COORDINATES (ANGSTROEM)
C  -1.67  2.10  -0.91  -0.118
C  -0.34  1.38  -1.05  -0.264
C  0.14  0.75  0.27  -0.196
C  1.18  -0.39  0.11  -0.450
C  1.64  -0.92  1.47  -0.078
C  0.56  -1.42  -0.80  0.033
C  -0.48  -2.23  -0.13  -0.166
H  -2.47  1.41  -0.59  0.072
H  -1.63  2.90  -0.16  0.072
H  -1.98  2.55  -1.85  0.070
H  0.43  2.08  -1.41  0.112
H  0.57  1.52  0.92  0.121
H  -0.73  0.34  0.82  0.107
H  2.06  0.04  -0.40  0.120
H  0.79  -1.22  2.10  0.071
H  2.30  -1.79  1.36  0.079
H  2.19  -0.15  2.01  0.080
H  -0.42  0.61  -1.82  0.095
H  -1.29  -2.47  -0.82  0.074
H  -0.89  -1.91  0.84  0.066
H  0.04  -3.19  0.02  0.101

2S+1: 1
HOMO in eV: -7.895
Strongest force on any atom in eV Å⁻¹: 0.335
E in eV: -7482.5812
Energy above the lowest of the compared OMol25 structures with the same formula, charge and spin in kJ/mol: 358.3
LUMO in eV: 0.3

6.
A cluster of 2 separate species, C7H14 in total. Source: OMol25; level of theory: ωB97M-V/def2-TZVPD.

Each line ends with the Löwdin charge.
CARTESIAN COORDINATES (ANGSTROEM)
C  0.49  -0.46  -1.68  -0.051
C  0.10  0.43  -0.49  -0.582
C  -0.80  1.58  -0.96  -0.047
C  1.36  1.00  0.18  -0.051
C  -0.69  -0.37  0.49  -0.228
C  -1.42  -1.39  0.80  0.001
C  -1.27  -0.35  1.88  -0.110
H  1.15  -1.27  -1.36  0.077
H  -0.39  -0.90  -2.15  0.088
H  1.02  0.13  -2.44  0.086
H  -0.27  2.21  -1.68  0.085
H  -1.71  1.20  -1.44  0.089
H  -1.10  2.21  -0.11  0.088
H  2.05  0.20  0.47  0.069
H  1.88  1.66  -0.51  0.086
H  1.10  1.57  1.08  0.088
H  1.53  -2.08  1.35  0.022
H  -1.88  -2.33  0.54  0.096
H  1.59  -2.81  1.20  0.043
H  -0.63  -0.55  2.74  0.074
H  -2.11  0.32  2.11  0.077

2S+1: 1
HOMO in eV: -9.027
Strongest force on any atom in eV Å⁻¹: 0.366
SMILES: CC(C)(C)C1=CC1.[H][H]
E in eV: -7483.0130
Energy above the lowest of the compared OMol25 structures with the same formula, charge and spin in kJ/mol: 316.6
LUMO in eV: 1.0

7.
A cluster of 2 separate species, C7H14 in total. Source: OMol25; level of theory: ωB97M-V/def2-TZVPD.

Each line ends with the Löwdin charge.
CARTESIAN COORDINATES (ANGSTROEM)
C  -0.59  2.34  -0.02  -0.121
C  0.03  1.97  -1.34  -0.243
C  1.13  1.24  -1.47  -0.028
C  0.82  -1.72  0.20  -0.203
C  1.11  -1.62  1.67  -0.104
C  -0.34  -1.48  -0.41  -0.197
C  -1.62  -1.04  0.23  -0.106
H  -0.29  1.63  0.76  0.063
H  -0.29  3.34  0.29  0.073
H  -1.69  2.34  -0.07  0.068
H  -0.47  2.35  -2.24  0.091
H  1.56  1.00  -2.44  0.056
H  1.63  0.84  -0.59  0.052
H  1.66  -2.03  -0.43  0.097
H  0.34  -1.06  2.21  0.059
H  1.18  -2.62  2.12  0.075
H  2.08  -1.13  1.84  0.070
H  -0.37  -1.60  -1.49  0.098
H  -2.13  -0.30  -0.40  0.066
H  -1.46  -0.58  1.22  0.058
H  -2.31  -1.88  0.36  0.077

2S+1: 1
HOMO in eV: -8.855
Strongest force on any atom in eV Å⁻¹: 0.210
SMILES: C/C=C\C.C=CC
E in eV: -7484.6733
Energy above the lowest of the compared OMol25 structures with the same formula, charge and spin in kJ/mol: 156.4
LUMO in eV: 1.1

8.
A cluster of 2 separate species, C7H14 in total. Source: OMol25; level of theory: ωB97M-V/def2-TZVPD.

Each line ends with the Löwdin charge.
CARTESIAN COORDINATES (ANGSTROEM)
C  0.27  -0.74  -1.94  -0.109
C  0.70  0.43  -0.98  -0.360
C  -0.36  1.43  -0.75  -0.225
C  -1.59  0.63  -0.23  -0.148
C  -1.19  -0.37  0.94  -0.005
C  -0.13  -0.07  1.89  -0.280
C  0.76  -0.96  2.50  -0.011
H  -0.40  -1.49  -1.46  0.076
H  -0.16  -0.31  -2.87  0.081
H  1.17  -1.34  -2.16  0.068
H  1.62  0.78  -1.51  0.111
H  0.89  -0.06  0.03  -0.039
H  -0.43  2.01  -1.71  0.123
H  -0.02  2.19  0.03  0.121
H  -2.28  1.21  0.20  0.061
H  -1.94  0.17  -1.02  0.043
H  -1.50  -1.42  1.02  0.102
H  2.31  -0.46  0.58  0.157
H  0.08  1.08  2.09  0.142
H  0.55  -2.02  2.28  0.056
H  1.64  -0.68  3.08  0.036

2S+1: 1
HOMO in eV: -7.227
Strongest force on any atom in eV Å⁻¹: 6.004
E in eV: -7478.9404
Energy above the lowest of the compared OMol25 structures with the same formula, charge and spin in kJ/mol: 709.5
LUMO in eV: -1.3

9.
A structure of composition C7H14. Source: OMol25; level of theory: ωB97M-V/def2-TZVPD.

Each line ends with the Löwdin charge.
CARTESIAN COORDINATES (ANGSTROEM)
C  -0.56  2.13  -0.96  -0.041
C  0.21  1.36  -0.06  -0.414
C  -0.21  0.55  1.31  -0.072
C  0.75  -0.59  1.00  -0.323
C  0.41  -2.01  1.40  -0.066
C  0.45  -0.09  -0.40  -0.269
C  -0.62  -0.83  -1.16  -0.094
H  0.70  1.30  -2.18  0.083
H  -1.48  1.75  -1.39  0.048
H  -0.36  3.18  -1.09  0.045
H  1.14  1.86  0.23  0.145
H  0.03  1.20  2.15  0.120
H  -1.26  0.26  1.30  0.119
H  1.77  -0.33  1.30  0.144
H  -0.63  -2.26  1.15  0.075
H  1.06  -2.72  0.90  0.082
H  0.53  -2.15  2.48  0.079
H  1.14  0.62  -2.00  0.091
H  -0.84  -0.33  -2.11  0.066
H  -1.56  -0.90  -0.60  0.092
H  -0.29  -1.86  -1.37  0.090

2S+1: 1
HOMO (alpha / beta) in eV: -7.206 / -6.987
Strongest force on any atom in eV Å⁻¹: 0.500
E in eV: -7480.6713
Energy above the lowest of the compared OMol25 structures with the same formula, charge and spin in kJ/mol: 542.5
LUMO (alpha / beta) in eV: 0.4 / 0.3

10.
A cluster of 2 separate species, C7H14 in total. Source: OMol25; level of theory: ωB97M-V/def2-TZVPD.

Each line ends with the Löwdin charge.
CARTESIAN COORDINATES (ANGSTROEM)
C  -1.46  0.63  -2.26  -0.108
C  -0.58  1.43  -1.30  -0.268
C  0.56  0.75  -0.66  -0.047
C  0.42  0.23  0.58  -0.416
C  -0.61  0.37  1.57  0.075
C  1.31  -0.55  1.34  -0.102
C  2.07  -1.62  0.56  -0.103
H  -1.09  0.55  -3.29  0.067
H  -1.78  -0.35  -1.89  0.070
H  -2.37  1.22  -2.33  0.067
H  -1.23  1.76  -0.47  0.102
H  -0.33  2.35  -1.83  0.108
H  1.57  0.71  -1.08  0.113
H  -5.27  -3.55  2.15  -0.001
H  -1.32  -0.38  1.91  0.059
H  -0.45  1.16  2.30  0.079
H  1.26  -0.78  2.40  0.091
H  -5.92  -3.87  2.04  0.001
H  2.46  -2.36  1.26  0.061
H  2.95  -1.21  0.05  0.075
H  1.47  -2.19  -0.15  0.076

2S+1: 1
HOMO in eV: -6.911
Strongest force on any atom in eV Å⁻¹: 2.434
E in eV: -7480.3065
Energy above the lowest of the compared OMol25 structures with the same formula, charge and spin in kJ/mol: 577.7
LUMO in eV: -0.4

11.
A cluster of 3 separate species, C7H14 in total. Source: OMol25; level of theory: ωB97M-V/def2-TZVPD.

Each line ends with the Löwdin charge.
CARTESIAN COORDINATES (ANGSTROEM)
C  0.40  1.38  1.76  -0.125
C  -0.30  1.09  0.44  -0.208
C  -0.37  -0.32  0.01  -0.583
C  -0.97  -1.15  1.07  -0.028
C  -0.92  -0.55  -1.39  -0.069
C  0.48  -0.94  -1.10  -0.260
C  1.66  -0.22  -1.72  -0.064
H  0.68  2.44  1.85  0.070
H  -0.30  1.16  2.56  0.060
H  1.30  0.78  1.95  0.083
H  -1.75  1.05  0.90  0.147
H  0.03  1.76  -0.38  0.105
H  -0.51  -1.12  2.06  0.051
H  -1.12  -2.20  0.75  0.081
H  -2.09  -0.05  1.29  0.157
H  -1.68  -1.31  -1.48  0.109
H  -1.09  0.35  -1.97  0.114
H  0.65  -2.01  -0.97  0.132
H  2.51  -0.22  -1.02  0.079
H  1.42  0.81  -1.98  0.074
H  1.98  -0.74  -2.63  0.077

2S+1: 1
HOMO in eV: -8.960
Strongest force on any atom in eV Å⁻¹: 3.381
E in eV: -7481.6370
Energy above the lowest of the compared OMol25 structures with the same formula, charge and spin in kJ/mol: 449.4
LUMO in eV: 0.9

12.
A cluster of 2 separate species, C7H14 in total. Source: OMol25; level of theory: ωB97M-V/def2-TZVPD.

Each line ends with the Löwdin charge.
CARTESIAN COORDINATES (ANGSTROEM)
C  -1.40  -0.94  -0.02  -0.213
C  -0.75  -0.89  -1.40  -0.221
C  0.74  -0.53  -1.42  -0.212
C  1.06  0.91  -0.98  -0.200
C  0.92  1.17  0.50  -0.133
C  -0.18  0.95  1.22  -0.134
C  -1.49  0.42  0.70  -0.200
H  -0.85  -1.64  0.62  0.115
H  -2.41  -1.34  -0.13  0.105
H  -1.30  -0.18  -2.03  0.112
H  -0.87  -1.87  -1.88  0.106
H  1.30  -1.23  -0.79  0.115
H  1.11  -0.66  -2.45  0.105
H  2.08  1.15  -1.29  0.103
H  0.40  1.60  -1.54  0.117
H  1.79  1.57  1.01  0.091
H  2.28  -0.69  3.32  0.030
H  1.88  -0.45  2.74  0.003
H  -0.15  1.19  2.29  0.091
H  -2.20  0.32  1.53  0.103
H  -1.94  1.15  0.00  0.117

2S+1: 1
HOMO in eV: -9.128
Strongest force on any atom in eV Å⁻¹: 0.212
SMILES: C1=CCCCCC1.[H][H]
E in eV: -7484.8746
Energy above the lowest of the compared OMol25 structures with the same formula, charge and spin in kJ/mol: 137.0
LUMO in eV: 1.2

Q: Which value of strongest force on any atom does entry 2 give?
A: 2.380 eV Å⁻¹